Record 1
Molecular formula: C3HO2Tl
Method: DFT, the ωB97M-V functional and the def2-TZVPD basis

Summary:
2S+1: 2
Lowest unoccupied orbital energy (alpha / beta), Ha: -0.17128 / -0.23023
Charge: +1

Structure (XYZ):
```
7
Properties=species:S:1:pos:R:3:lowdin_spin:R:1
C -0.721 1.612 0.787 0.078
H -1.455 2.351 1.077 0.000
C 0.246 0.818 0.758 0.194
O -1.082 -0.162 -0.569 0.701
C 0.148 -0.339 -0.125 0.025
Tl 2.077 -2.924 -1.704 0.000
O 0.788 -1.357 -0.224 0.003
```

=====

Record 2
Molecular formula: C3HO2Y
Method: DFT, the ωB97M-V functional and the def2-TZVPD basis

Summary:
2S+1: 2
Lowest unoccupied orbital energy (alpha / beta), Ha: -0.23968 / -0.25287
Charge: +1

Structure (XYZ):
```
7
Properties=species:S:1:pos:R:3:lowdin_spin:R:1
C 0.279 -1.649 2.546 0.000
H 0.127 -2.575 3.072 0.000
C 0.339 -0.629 1.897 0.002
O 0.991 1.245 1.336 0.012
C -0.010 0.586 0.956 0.011
Y -1.051 1.249 -2.146 0.896
O -0.191 0.248 -0.257 0.079
```

=====

Record 3
Molecular formula: C3HO3
Method: DFT, the ωB97M-V functional and the def2-TZVPD basis

Summary:
2S+1: 1
Lowest unoccupied orbital energy, Ha: 0.12940
Charge: -1

Structure (XYZ):
```
7
Properties=species:S:1:pos:R:3:nbo_charge:R:1
C 2.247 -0.512 0.009 1.060
O 3.039 0.344 -0.033 -0.548
O 1.775 -1.578 0.042 -0.533
O -0.086 1.080 -0.017 -0.783
C -1.229 0.615 -0.008 0.431
C -2.340 0.057 0.060 -0.826
H -3.407 -0.006 -0.053 0.199
```

=====

One value per record, in order, for total energy: -11904.1929; -8251.0180; -9269.5228 eV.
One value per record, in order, for strongest force on any atom: 2.65; 10.29; 1.80 eV/Å.